Entry 1:
{
  "formula": "C16H19AlF16IO2",
  "method": "wB97M-V/def2-TZVPD",
  "species": ["C", "C", "C", "Al", "C", "I", "C", "C", "H", "H", "H", "H", "H", "H", "H", "H", "H", "H", "H", "C", "C", "C", "F", "F", "F", "F", "O", "C", "C", "F", "F", "F", "F", "H", "H", "H", "H", "C", "C", "C", "F", "F", "F", "F", "O", "C", "C", "F", "F", "F", "F", "H", "H", "H", "H"],
  "coordinates": [[0.0226, 3.1601, -3.9500], [-1.3734, 3.4591, -3.9805], [-3.0276, 3.6959, -3.9416], [-3.6857, 2.6206, -2.2722], [-3.6018, 0.6023, -2.6273], [-5.2266, -0.3100, -1.4097], [-3.9060, 0.1678, -4.1951], [-2.5120, -0.2361, -5.0163], [1.0096, 2.5739, -3.6213], [-3.5662, 3.3062, -4.9046], [-3.2153, 4.8412, -3.7143], [-2.5751, 2.9243, -1.1417], [-5.1136, 3.0950, -1.7640], [-2.5911, 0.0922, -2.2760], [-4.5487, 0.9672, -4.7855], [-4.5228, -0.8515, -4.1225], [-2.7710, -0.2144, -6.1658], [-2.2592, -1.3545, -4.7255], [-1.6264, 0.5090, -4.8143], [-2.6530, -1.6394, 1.7780], [-1.7944, -0.3691, 1.8721], [-0.2891, -0.6081, 1.8471], [0.1296, -1.3619, 2.8894], [0.3842, 0.5699, 1.9375], [-2.1658, 0.3411, 2.9708], [-2.1177, 0.4177, 0.7972], [-3.1460, -2.1583, 3.0162], [-2.2460, -3.0097, 3.7234], [-1.8262, -2.4342, 5.0811], [-1.2186, -1.2280, 4.9467], [-0.9347, -3.2491, 5.7052], [-1.1914, -3.3050, 2.9265], [-2.9136, -4.1809, 3.9067], [-3.5579, -1.3611, 1.2236], [-2.1861, -2.4179, 1.1629], [0.0216, -1.0948, 0.9186], [-2.6922, -2.3026, 5.7374], [3.6373, 0.9530, 0.6119], [3.2573, -0.5338, 0.5427], [3.4937, -1.3175, 1.8286], [4.7970, -1.3312, 2.1907], [3.1315, -2.6185, 1.6696], [3.8931, -1.1090, -0.5129], [1.9203, -0.5958, 0.2468], [4.9200, 1.2996, 0.0826], [6.0155, 1.1405, 0.9824], [7.0229, 0.0849, 0.5119], [6.4405, -1.1325, 0.3666], [8.0273, -0.0719, 1.4146], [5.5394, 0.8981, 2.2270], [6.6202, 2.3576, 1.0457], [2.9273, 1.4845, -0.0339], [3.4736, 1.3830, 1.6073], [2.9067, -0.9109, 2.6566], [7.4638, 0.3631, -0.4506]],
  "forces_ev_per_a": [[-9.078, 1.012, 0.359], [7.658, -2.387, 0.349], [2.238, 0.541, -0.461], [0.954, 0.066, 0.277], [0.966, -0.939, -1.719], [0.598, 0.073, -0.133], [0.251, -1.439, 0.350], [-0.975, 0.067, -0.109], [-2.905, 1.743, -0.871], [1.398, 1.043, 1.479], [0.387, -2.320, -0.774], [0.008, 0.019, 0.111], [-0.391, 0.077, -0.261], [-2.234, 0.839, -0.666], [1.377, -1.567, 1.327], [1.119, 2.304, -0.561], [0.653, -0.081, 2.197], [-0.223, 2.425, -0.542], [-1.755, -1.525, -0.288], [-0.927, -0.141, -0.722], [-0.976, 0.495, 0.093], [0.504, 0.357, -0.406], [0.264, 0.318, -0.125], [-0.286, 0.150, 0.113], [0.344, -0.183, -0.068], [0.586, -0.626, 0.293], [1.821, -0.632, 1.065], [-1.146, 0.128, -2.152], [0.220, 0.567, 0.675], [-0.419, -0.455, 0.038], [-0.229, -0.178, -0.346], [-0.294, -0.420, 0.875], [0.291, 0.420, 0.502], [0.177, 0.179, 0.212], [0.115, 0.263, 0.265], [-0.351, 0.006, 0.125], [-0.052, -0.131, -0.233], [-0.606, 0.967, -0.367], [0.322, 0.250, -0.946], [-0.215, -0.838, 0.640], [-0.415, -0.242, -0.077], [-0.143, 0.198, -0.264], [-0.079, -0.028, 0.441], [0.638, -0.106, 0.235], [1.201, -1.042, 1.310], [-1.921, 1.283, -0.081], [0.452, -0.763, -0.370], [0.164, 0.590, -0.094], [-0.309, 0.391, 0.017], [0.895, 0.259, -0.328], [0.235, -0.688, -0.200], [0.192, -0.291, -0.025], [0.121, -0.359, -0.149], [-0.065, 0.156, -0.128], [-0.157, 0.197, 0.113]],
  "mol_weight_g_mol": 701.2,
  "spin_multiplicity": 1,
  "total_energy_ev": -79167.69447,
  "charge": -1,
  "homo_lumo_gap_ev": 7.27,
  "homo_energy_ev": -5.04,
  "max_force_ev_per_a": 9.14
}

---

Entry 2:
{
  "formula": "C19H21F3MgN3O3S3",
  "method": "wB97M-V/def2-TZVPD",
  "species": ["Mg", "C", "N", "C", "C", "N", "C", "C", "C", "C", "C", "C", "C", "S", "C", "C", "C", "C", "C", "C", "S", "H", "H", "H", "H", "H", "H", "H", "H", "H", "H", "H", "H", "H", "H", "H", "H", "H", "H", "F", "C", "F", "F", "S", "O", "O", "O", "C", "C", "N", "H", "H", "H"],
  "coordinates": [[0.4957, -0.7586, -0.4032], [-2.5529, -0.3632, 1.1415], [-1.2387, 0.2745, 1.2265], [-1.2725, 1.6262, 0.6450], [-1.4266, 1.6106, -0.8626], [-0.2083, 1.1529, -1.5533], [0.8395, 2.1804, -1.4961], [-0.5577, 0.7562, -2.9064], [-0.3930, 1.6346, -3.9710], [-0.7452, 1.2700, -5.2611], [-1.2766, 0.0088, -5.4846], [-1.4430, -0.8690, -4.4301], [-1.0900, -0.5283, -3.1212], [-1.2856, -1.6881, -1.8173], [-0.7190, 0.3596, 2.5646], [-1.5700, 0.4127, 3.6649], [-1.0773, 0.5371, 4.9580], [0.2936, 0.6301, 5.1492], [1.1470, 0.5707, 4.0606], [0.6782, 0.4193, 2.7489], [1.8269, 0.2575, 1.4413], [-3.3499, 0.2852, 1.5327], [-2.5380, -1.2962, 1.7040], [-2.7667, -0.6143, 0.1059], [-0.3459, 2.1266, 0.9264], [-2.1047, 2.1975, 1.0861], [-1.6958, 2.6206, -1.2051], [-2.2362, 0.9399, -1.1499], [0.4648, 3.1637, -1.8094], [1.6649, 1.8811, -2.1358], [1.2146, 2.2563, -0.4772], [0.0304, 2.6148, -3.7999], [-0.5952, 1.9632, -6.0793], [-1.5473, -0.2994, -6.4879], [-1.8324, -1.8643, -4.6025], [-2.6400, 0.3540, 3.5198], [-1.7622, 0.5717, 5.7963], [0.7011, 0.7375, 6.1477], [2.2196, 0.6146, 4.2045], [4.2230, -0.0515, -0.5432], [4.3468, -1.0536, -1.4144], [5.1327, -1.9871, -0.8619], [4.9730, -0.5828, -2.5026], [2.7051, -1.7424, -1.8867], [3.0235, -2.7162, -2.8860], [2.1356, -2.2448, -0.6342], [1.9699, -0.5496, -2.2988], [0.0967, -2.8288, 3.7322], [-0.0905, -2.7458, 2.2902], [-0.2456, -2.6891, 1.1545], [-0.6629, -3.4823, 4.1612], [0.0041, -1.8371, 4.1730], [1.0831, -3.2352, 3.9467]],
  "forces_ev_per_a": [[-0.124, -0.240, 0.021], [0.010, -0.010, 0.044], [0.016, -0.042, -0.022], [-0.002, 0.031, -0.016], [-0.052, -0.009, 0.026], [0.014, 0.015, -0.040], [-0.037, -0.005, 0.031], [0.020, 0.080, -0.094], [0.009, -0.029, 0.102], [-0.014, -0.007, -0.049], [0.002, 0.044, -0.095], [-0.018, -0.046, 0.055], [0.012, -0.006, 0.176], [-0.012, 0.031, -0.173], [-0.062, -0.008, 0.056], [0.026, -0.015, 0.031], [-0.050, 0.000, -0.006], [0.020, 0.007, 0.020], [0.049, 0.009, 0.039], [0.023, -0.055, -0.185], [-0.038, 0.193, 0.112], [-0.019, -0.006, 0.004], [-0.003, 0.050, -0.021], [0.016, 0.001, -0.003], [-0.006, 0.017, -0.006], [-0.001, -0.011, -0.004], [0.038, -0.001, -0.031], [0.012, 0.025, -0.004], [0.003, 0.002, -0.009], [0.013, -0.025, -0.012], [0.007, -0.011, -0.003], [-0.003, 0.006, -0.007], [-0.004, -0.001, -0.007], [-0.001, 0.002, 0.002], [-0.005, 0.000, -0.003], [-0.006, 0.003, -0.020], [0.014, 0.001, 0.004], [0.005, -0.003, -0.003], [-0.003, 0.005, 0.009], [0.020, 0.032, -0.011], [0.000, -0.071, 0.038], [-0.027, -0.019, -0.022], [0.019, 0.023, 0.015], [-0.116, -0.080, -0.035], [0.023, 0.047, -0.012], [0.036, 0.107, -0.063], [0.105, -0.048, 0.103], [-0.045, -0.086, -0.006], [-0.009, -0.061, -0.033], [0.062, 0.140, 0.136], [0.021, -0.007, -0.020], [0.035, 0.001, -0.017], [0.024, 0.033, 0.007]],
  "mol_weight_g_mol": 516.9,
  "spin_multiplicity": 1,
  "total_energy_ev": -76766.47633,
  "charge": -1,
  "e_above_lowest_kj_mol": 11.0,
  "homo_lumo_gap_ev": 6.96,
  "homo_energy_ev": -4.31,
  "max_force_ev_per_a": 0.27
}

---

Entry 3:
{
  "formula": "C16H14ClN7S",
  "method": "wB97M-V/def2-TZVPD",
  "species": ["C", "S", "C", "N", "C", "Cl", "C", "C", "N", "C", "C", "N", "N", "C", "C", "N", "C", "C", "C", "C", "C", "C", "C", "N", "N", "H", "H", "H", "H", "H", "H", "H", "H", "H", "H", "H", "H", "H", "H"],
  "coordinates": [[0.7556, -4.4096, 4.5465], [0.9281, -3.9613, 2.7678], [1.8585, -2.5706, 2.8194], [2.9132, -2.5580, 3.6462], [3.5302, -1.3530, 3.7327], [5.0365, -1.2961, 4.6094], [3.1021, -0.2565, 2.9840], [2.0847, -0.4512, 2.1158], [1.5562, 0.4738, 1.2800], [2.1525, 0.8575, 0.0908], [3.4986, 1.1338, -0.1098], [3.7089, 1.3968, -1.4365], [2.5054, 1.4237, -2.1450], [1.6031, 1.0894, -1.2166], [0.1303, 1.2331, -1.4058], [-0.7938, 1.0541, -0.4670], [-1.9734, 1.2416, -1.2058], [-3.2639, 1.0400, -0.7598], [-4.2655, 1.0874, -1.7322], [-4.0221, 1.3549, -3.1036], [-5.1696, 1.3283, -4.0984], [-2.7391, 1.5432, -3.5236], [-1.7754, 1.4416, -2.5438], [-0.3980, 1.5189, -2.6295], [1.5362, -1.5817, 1.9983], [0.6443, -3.4110, 4.9953], [-0.2467, -4.8172, 4.8256], [1.5236, -4.9177, 5.1109], [3.6638, 0.6146, 2.9829], [0.4708, 0.4396, 1.2246], [4.2695, 1.0937, 0.6108], [4.6468, 1.4120, -1.8110], [-3.4899, 0.8411, 0.2961], [-5.3369, 0.9410, -1.3349], [-5.4169, 2.3104, -4.5462], [-6.0543, 0.8285, -3.6006], [-4.8948, 0.5888, -4.9918], [-2.4560, 1.7290, -4.5351], [0.1778, 1.5673, -3.4401]],
  "forces_ev_per_a": [[-1.209, 1.700, 0.770], [-1.840, -2.864, 0.104], [1.957, 1.544, 0.860], [0.579, 1.681, 0.651], [-0.596, -1.231, -1.273], [-0.623, 0.069, -0.060], [1.781, -0.944, 1.610], [0.616, 0.693, -0.490], [-3.514, 2.691, -1.243], [1.675, 0.729, -1.074], [-1.162, -0.655, -0.703], [-1.812, -0.085, 0.675], [1.534, -0.457, 1.375], [-1.097, 0.613, 0.966], [0.358, -0.438, 0.139], [0.653, 0.662, -1.712], [-0.564, -1.203, 2.107], [-1.184, 0.073, -0.232], [-1.568, 0.018, 1.349], [-1.345, -0.328, 0.233], [-0.119, -2.121, -1.113], [0.393, 0.020, 0.488], [1.884, 0.727, -0.564], [0.593, -0.313, 0.033], [-2.685, -4.085, 0.129], [0.382, -0.212, 0.147], [0.772, -0.219, -1.039], [0.459, -0.314, -0.592], [0.708, 1.668, 0.309], [2.527, -0.134, -0.228], [0.845, -0.003, 0.321], [-0.594, 0.240, -0.682], [0.107, 0.075, -0.575], [1.691, 0.201, -1.031], [0.018, -0.543, 0.412], [0.747, 0.939, -0.670], [-0.505, 1.651, 1.744], [-0.038, 0.052, -0.612], [0.177, 0.103, -0.527]],
  "mol_weight_g_mol": 371.9,
  "spin_multiplicity": 1,
  "total_energy_ev": -50606.59783,
  "charge": 0,
  "homo_lumo_gap_ev": 8.53,
  "homo_energy_ev": -8.05,
  "max_force_ev_per_a": 4.89
}